The following is a DFT calculation (wB97M-V/def2-TZVPD) of C53H95Cl15F3O20P5 as an isolated structure at a distorted geometry.

Each line ends with the Mulliken charge.
Geometry (Å):
C1 0.7218 0.1318 5.5279  -0.583
C2 1.0256 -1.3452 5.7514  -0.899
O1 0.6290 -1.9928 4.5497  0.387
P1 -0.0248 -3.4230 4.7341  -0.578
O2 0.7543 -4.2939 5.6124  -0.771
O3 -1.4448 -2.9714 5.3596  -0.203
C3 -2.3211 -3.8570 6.0274  -0.293
C4 -2.7314 -5.0214 5.1645  -0.898
O4 -0.3033 -3.9232 3.2892  1.039
C5 -1.0222 -3.0790 2.3896  0.035
C6 -0.9501 -3.6952 1.0390  0.012
H1 -0.3375 0.1757 5.2232  0.249
H2 0.8283 0.6864 6.4668  0.477
H3 1.3165 0.5908 4.7374  -0.020
H4 2.0934 -1.5611 5.9772  0.245
H5 0.4545 -1.7743 6.5592  0.478
H6 -1.8135 -4.2218 6.9403  0.270
H7 -3.1802 -3.2435 6.3474  0.331
H8 -3.1669 -4.6247 4.2669  0.205
H9 -1.9863 -5.8110 4.9672  0.099
H10 -3.5314 -5.5086 5.7401  0.483
H11 -2.0734 -3.0326 2.5899  0.222
H12 -0.5633 -2.1010 2.4268  -0.356
H13 0.0692 -3.5489 0.6266  -0.493
H14 -1.1211 -4.7736 1.1546  0.149
H15 -1.6417 -3.2613 0.3396  0.260
C7 -2.2091 8.7222 -2.0263  -1.342
C8 -1.7319 7.5200 -1.2413  0.397
O5 -1.9483 7.7501 0.1710  0.534
P2 -1.2067 9.0198 0.9185  -0.253
O6 -1.6472 10.3815 0.5997  -0.798
O7 -1.3800 8.6688 2.4448  0.211
C9 -2.4682 9.2635 3.1790  -0.591
C10 -3.6366 8.2895 3.2255  -0.741
O8 0.3050 8.6687 0.5846  -0.027
C11 1.3167 9.6501 0.8621  -0.558
C12 1.8609 9.4476 2.3021  -0.888
H16 -1.5936 9.5730 -1.7316  0.321
H17 -2.0002 8.5828 -3.0974  0.420
H18 -3.2497 9.0078 -1.8993  0.284
H19 -2.3256 6.6356 -1.4391  0.048
H20 -0.6894 7.3501 -1.4709  -0.003
H21 -2.1376 9.4530 4.1960  0.330
H22 -2.7757 10.2576 2.8490  0.453
H23 -4.5543 8.8140 3.5420  0.381
H24 -3.7988 7.8565 2.2756  0.049
H25 -3.5483 7.4877 3.9664  0.274
H26 2.0799 9.5103 0.0738  0.346
H27 0.8634 10.6675 0.7657  0.412
H28 1.1412 9.6245 3.0697  0.221
H29 2.3304 8.4620 2.3039  0.185
H30 2.6418 10.2121 2.3910  0.419
C13 -1.8391 -0.1837 -4.4061  -0.006
C14 -0.7937 0.7130 -5.0438  0.095
O9 -0.1631 -0.0367 -6.1274  0.029
P3 0.4246 0.6387 -7.4239  0.487
O10 -0.1521 1.9477 -7.7201  -0.836
O11 1.9854 0.6532 -7.0688  -0.250
C15 2.7693 -0.5393 -6.7335  0.512
C16 4.2339 -0.2012 -7.1092  -1.230
O12 0.2574 -0.4392 -8.6011  -0.264
C17 -1.0512 -0.7818 -9.1612  -0.136
C18 -1.1370 -0.0101 -10.4861  -1.176
H31 -1.3923 -1.1417 -4.2520  -0.393
H32 -2.2255 0.2635 -3.4765  -0.088
H33 -2.6899 -0.3494 -5.1048  0.492
H34 -1.1364 1.6524 -5.4578  0.598
H35 0.0304 0.9093 -4.3679  -0.319
H36 2.5575 -0.7161 -5.6356  -0.284
H37 2.2835 -1.3217 -7.3355  0.373
H38 4.3765 -0.2039 -8.1855  0.377
H39 4.6159 0.7149 -6.6695  0.201
H40 4.8325 -1.0246 -6.6634  0.354
H41 -1.0610 -1.8677 -9.4026  0.313
H42 -1.8960 -0.4628 -8.5460  0.229
H43 -0.3733 -0.2378 -11.2145  0.306
H44 -2.0686 -0.3478 -10.9548  0.397
H45 -1.2208 1.0989 -10.3030  0.266
C19 -0.6671 3.1686 -1.9227  -1.100
C20 -0.1544 2.0807 -1.0203  0.458
O13 0.4633 1.0525 -1.7785  -0.150
P4 0.1338 -0.3535 -1.1005  -0.096
O14 -1.2432 -0.8877 -1.1226  -0.524
O15 1.1448 -1.2180 -1.9435  0.201
C21 0.9577 -2.6311 -2.0439  0.310
C22 1.1847 -3.0452 -3.4806  -1.209
O16 0.6902 -0.3989 0.3520  1.496
C23 2.0801 0.0378 0.6581  0.684
C24 2.1504 0.1192 2.1802  -0.326
H46 -1.4652 2.7926 -2.5629  0.062
H47 -1.0557 3.9617 -1.2700  -0.066
H48 0.1390 3.6437 -2.5068  0.384
H49 0.6392 2.4736 -0.3407  -0.048
H50 -0.9686 1.6613 -0.4425  0.005
H51 1.6085 -3.1436 -1.3217  0.063
H52 -0.0915 -2.8486 -1.8115  -0.209
H53 1.1495 -4.1310 -3.5585  0.397
H54 0.4625 -2.6392 -4.1945  0.073
H55 2.1676 -2.6980 -3.8506  0.192
H56 2.7255 -0.7513 0.2589  0.150
H57 2.3444 0.9992 0.1773  -0.488
H58 3.1722 0.3689 2.5509  0.489
H59 1.4507 0.9300 2.4704  -0.286
H60 1.8845 -0.8077 2.7041  -0.310
C25 0.8757 -7.7420 5.4830  -1.462
C26 1.3739 -7.1137 4.2050  0.748
O17 1.7940 -8.0699 3.2915  -0.396
P5 1.0697 -8.6145 2.0128  0.447
O18 1.7587 -9.6045 1.1658  -0.880
O19 -0.4658 -9.0441 2.3238  -0.159
C27 -0.8121 -10.4463 2.4238  -0.287
C28 -2.1839 -10.4940 3.2076  -1.154
O20 0.8111 -7.2124 1.2083  0.492
C29 0.0226 -7.2783 -0.0101  -0.411
C30 0.7787 -6.5664 -1.1077  -1.171
H61 1.5376 -8.5526 5.8317  0.365
H62 0.9139 -6.9267 6.1972  0.386
H63 -0.1436 -8.0672 5.4546  0.272
H64 0.5675 -6.5012 3.7250  -0.283
H65 2.2229 -6.4404 4.3979  0.351
H66 -0.8856 -10.8645 1.4122  0.281
H67 -0.1034 -11.0344 2.9970  0.326
H68 -2.9060 -10.0020 2.5936  0.324
H69 -2.4982 -11.5289 3.3126  0.385
H70 -2.2254 -9.9956 4.2132  0.239
H71 -0.0640 -8.3393 -0.3091  0.545
H72 -0.9323 -6.8446 0.2466  0.248
H73 1.7245 -7.0960 -1.2425  0.381
H74 0.2607 -6.7026 -2.0502  0.514
H75 0.9318 -5.4953 -0.9701  0.054
C31 -3.6378 0.1348 0.9747  1.212
Cl1 -4.2585 -1.4893 0.8403  -0.144
Cl2 -2.5722 0.3865 2.3821  -0.083
Cl3 -5.0565 1.1981 1.1150  -0.118
H76 -3.1775 0.2987 -0.0016  -0.901
C32 3.5572 1.9671 -2.9649  0.505
Cl4 4.6602 2.6097 -4.1760  -0.144
Cl5 3.9425 2.6167 -1.3694  -0.127
Cl6 3.5965 0.2045 -2.9717  -0.027
H77 2.5354 2.2699 -3.1406  -0.253
C33 -3.3920 -4.2107 -3.4040  -0.244
Cl7 -3.4986 -3.7958 -5.1235  -0.145
Cl8 -2.8122 -2.8615 -2.4838  0.091
Cl9 -2.4372 -5.6822 -3.0838  -0.126
H78 -4.4280 -4.4643 -3.2162  0.394
C34 2.6396 5.7744 0.4561  0.808
Cl10 4.0330 6.7355 -0.1047  -0.158
Cl11 3.2153 4.3744 1.3780  -0.098
Cl12 1.6808 5.3758 -0.9409  -0.090
H79 2.0845 6.4863 1.0536  -0.535
C35 6.9099 -1.2136 -1.4365  -0.178
Cl13 7.0512 -0.3541 -2.9507  -0.089
Cl14 6.2574 -2.7749 -1.7868  -0.104
Cl15 5.8976 -0.3051 -0.2575  -0.036
H80 7.9260 -1.2357 -0.9894  0.400
F1 -4.0675 1.9800 -2.2136  -0.264
C36 -4.4281 3.2101 -1.8415  0.006
C37 -3.9906 3.7352 -0.6620  0.364
C38 -4.3885 5.0772 -0.3968  -0.970
C39 -5.1696 5.7922 -1.3062  -0.378
C40 -5.6280 5.1683 -2.4603  -0.432
C41 -5.2902 3.8587 -2.6800  -0.645
H81 -3.3519 3.2231 0.0154  0.792
H82 -3.9932 5.4538 0.5579  0.310
H83 -5.4970 6.7963 -1.0901  0.484
H84 -6.2869 5.6942 -3.1732  0.365
H85 -5.6273 3.4706 -3.6382  0.383
F2 -1.7519 3.6818 1.3782  0.193
C42 -1.0717 4.1223 2.4936  -0.493
C43 -1.1196 5.4335 2.7650  0.256
C44 -0.4589 5.8784 3.9396  -0.460
C45 0.2525 4.9505 4.7284  -1.048
C46 0.3147 3.6107 4.3817  -0.439
C47 -0.3913 3.2095 3.2550  0.848
H86 -1.5860 6.0696 2.0397  0.248
H87 -0.4717 6.9230 4.2372  0.357
H88 0.7704 5.2239 5.6247  0.416
H89 0.8159 2.8360 4.9317  0.327
H90 -0.4449 2.1398 2.9543  -0.270
F3 4.8046 -2.1078 2.4302  -0.382
C48 4.4384 -3.3575 2.1178  0.285
C49 3.1284 -3.6991 2.1887  0.631
C50 2.7983 -4.9921 1.7377  0.200
C51 3.7790 -5.8613 1.2556  -0.804
C52 5.0795 -5.4503 1.0813  -0.877
C53 5.4145 -4.2268 1.6245  -0.460
H91 2.3929 -3.0764 2.7221  -0.118
H92 1.7585 -5.3372 1.7949  0.280
H93 3.4421 -6.8397 0.9415  0.343
H94 5.8442 -6.0784 0.6277  0.439
H95 6.4539 -3.8387 1.5743  0.417

Output
HOMO in eV: -8.96
Kohn-Sham gap in eV: 9.326
Charge: 0
Maximum force in eV Å⁻¹: 2.8
Lowest unoccupied orbital energy in eV: 0.36

The following is a DFT calculation (wB97M-V/def2-TZVPD) of a 13-piece molecular cluster, C54H102O39 overall at a distorted geometry.

Each line ends with the Mulliken charge.
Geometry (Å):
C1 -2.9354 -3.3403 2.1906  -0.582
O1 -2.4307 -3.3317 0.8503  0.209
C2 -3.3693 -2.7169 -0.0767  0.663
C3 -4.6165 -3.5897 -0.3429  -0.917
O2 -4.5541 -4.1922 -1.5878  -0.167
C4 -3.8285 -5.3547 -1.6323  -0.181
C5 -3.8387 -5.6606 -3.1074  -0.921
O3 -3.1539 -4.6013 -3.8043  -0.131
C6 -4.0438 -3.9720 -4.6962  -0.883
H1 -2.7976 -2.3849 2.7095  -0.008
H2 -2.4234 -4.0394 2.8359  0.208
H3 -4.0028 -3.5763 2.1477  0.337
H4 -2.7289 -2.6729 -0.9771  0.003
H5 -3.5694 -1.6908 0.2802  -0.834
H6 -5.4419 -2.9160 -0.3123  0.370
H7 -4.6579 -4.3218 0.4483  0.608
H8 -4.2691 -6.2194 -1.0662  0.183
H9 -2.8615 -5.1866 -1.1972  0.223
H10 -4.8591 -5.7858 -3.4150  0.476
H11 -3.3940 -6.6588 -3.2240  0.431
H12 -4.4792 -4.6600 -5.3853  0.349
H13 -3.4927 -3.0980 -5.0993  0.184
H14 -4.8549 -3.6122 -4.0959  0.323
C7 0.4876 1.2248 2.8072  -0.481
O4 -0.5179 0.7642 1.7845  0.221
C8 -0.7113 -0.6438 1.6975  2.167
C9 0.2645 -1.3441 0.7303  0.421
O5 0.1911 -0.9551 -0.6392  0.978
C10 0.5309 0.3677 -0.9596  0.752
C11 1.0350 0.4542 -2.3844  0.259
O6 0.1545 -0.2255 -3.2757  0.374
C12 0.1733 0.2718 -4.5766  -0.640
H15 1.3894 0.7016 2.6344  -0.057
H16 0.0733 1.0528 3.7933  -0.148
H17 0.6517 2.3010 2.7047  0.407
H18 -1.6948 -0.7897 1.2357  -0.913
H19 -0.5984 -1.2844 2.6647  -1.207
H20 -0.0006 -2.4087 0.8386  -0.081
H21 1.3595 -1.2918 1.0080  -1.024
H22 1.1777 0.8738 -0.1927  -0.239
H23 -0.3757 0.9737 -0.8229  -0.614
H24 1.9956 -0.1106 -2.4606  0.217
H25 1.0647 1.5404 -2.5879  -0.899
H26 1.2130 0.1030 -4.9783  0.350
H27 -0.1730 1.3534 -4.5306  -0.144
H28 -0.5709 -0.2783 -5.2276  0.161
C13 -5.0465 -0.7938 -2.5854  -0.702
O7 -4.2821 0.1711 -1.8155  -0.293
C14 -3.1252 0.5419 -2.5322  -0.284
C15 -3.0512 2.0325 -2.8235  -0.624
O8 -2.3420 2.6673 -1.7188  0.155
C16 -2.2174 4.0712 -1.9578  -0.162
C17 -1.5109 4.8454 -0.8798  -0.738
O9 -0.0829 4.5592 -0.8988  -0.411
C18 0.3239 3.5731 0.0520  1.230
H29 -5.8189 -1.1757 -1.9444  0.348
H30 -4.3130 -1.5626 -2.8291  0.152
H31 -5.5263 -0.3853 -3.4850  0.329
H32 -2.9999 0.0412 -3.4931  0.629
H33 -2.2058 0.2277 -1.9449  -0.131
H34 -4.0378 2.5065 -2.9322  0.366
H35 -2.5767 2.2178 -3.7412  0.000
H36 -3.1558 4.6061 -2.0911  0.306
H37 -1.6275 4.1533 -2.8637  -0.049
H38 -1.9873 4.7669 0.1235  0.217
H39 -1.5763 5.9328 -1.1245  0.460
H40 -0.5438 3.0128 0.4362  -0.658
H41 0.7905 4.0859 0.8776  0.604
H42 1.0603 2.9587 -0.3838  -0.829
C19 1.1709 6.8906 -3.7875  -0.772
O10 0.7521 5.5916 -4.1618  -0.207
C20 1.7379 4.5790 -4.0784  0.264
C21 2.7417 4.6344 -5.1634  -1.186
O11 2.3492 4.2157 -6.4213  -0.203
C22 3.4448 3.4133 -7.0104  -0.566
C23 3.1696 3.2000 -8.4964  -0.554
O12 3.4491 4.4438 -9.1008  -0.307
C24 4.1264 4.2555 -10.3676  -0.869
H43 1.9052 7.3194 -4.4115  0.341
H44 1.6922 6.7961 -2.8013  0.216
H45 0.3099 7.6094 -3.7056  0.264
H46 1.2258 3.6454 -3.9709  -0.451
H47 2.2465 4.7013 -3.1253  0.461
H48 3.5441 4.0583 -4.9018  0.912
H49 3.1829 5.6030 -5.2401  0.206
H50 3.4819 2.4747 -6.4655  0.489
H51 4.4311 3.8689 -6.9373  0.375
H52 2.1470 2.8430 -8.7331  0.218
H53 3.8366 2.4434 -8.9850  0.452
H54 3.6547 3.6525 -11.1589  0.324
H55 5.0537 3.6966 -10.1864  0.370
H56 4.3188 5.2445 -10.7307  0.252
C25 -5.5795 -1.4626 10.0957  -0.759
O13 -4.8622 -0.3882 9.5481  -0.332
C26 -4.5454 -0.7225 8.1943  -0.860
C27 -3.3234 0.0134 7.7134  0.658
O14 -2.1823 -0.5671 8.2667  -0.397
C28 -1.0843 0.1520 7.8166  -1.000
C29 -0.5440 -0.2191 6.4554  0.535
O15 -0.1883 -1.5868 6.3833  -0.248
C30 -1.1310 -2.4510 5.6605  -0.167
H57 -6.5394 -1.7129 9.5911  0.283
H58 -5.9258 -1.1267 11.0603  0.283
H59 -4.9946 -2.3671 10.1897  0.318
H60 -5.4206 -0.4430 7.5528  0.322
H61 -4.3422 -1.7897 8.0892  0.375
H62 -3.3659 1.0867 7.9888  0.357
H63 -3.3519 -0.0554 6.5474  -0.224
H64 -0.3394 0.0946 8.6235  0.433
H65 -1.2728 1.2301 7.6769  0.390
H66 0.3191 0.2937 6.3476  0.401
H67 -1.2778 0.0636 5.7312  -0.403
H68 -0.8139 -2.7178 4.6515  -0.320
H69 -2.0971 -1.9484 5.6511  0.193
H70 -1.2136 -3.4041 6.2569  0.457
C31 5.3311 3.4214 0.1391  -0.299
C32 3.9447 3.9965 -0.1616  -0.075
O16 3.6737 3.3587 -1.3613  0.072
C33 4.4810 2.2754 -1.5907  0.495
O17 4.2782 1.4671 -2.4328  -0.544
O18 5.4417 2.2947 -0.6830  -0.346
H71 5.4649 3.2149 1.2457  0.184
H72 6.0694 4.1159 -0.2443  0.351
H73 3.8261 5.0859 -0.2929  0.410
H74 3.1454 3.7438 0.5587  -0.108
C34 2.6341 -3.8231 6.2836  -0.586
C35 3.0720 -2.5185 6.8804  -0.356
O19 3.1551 -1.7108 5.6584  0.017
C36 2.5245 -2.3032 4.6471  -0.602
O20 2.1276 -1.7436 3.6497  0.306
O21 2.3443 -3.6154 4.9177  -0.221
H75 1.7157 -4.1534 6.7907  0.248
H76 3.3620 -4.6617 6.3803  0.341
H77 4.0733 -2.6396 7.3264  0.438
H78 2.3044 -2.2304 7.5881  0.215
C37 1.8973 -4.9831 1.9297  0.338
C38 1.8121 -6.1634 1.0431  -0.296
O22 2.7229 -5.9069 -0.0679  -0.454
C39 3.0840 -4.5673 0.0213  0.318
O23 3.7105 -4.0701 -0.8312  -0.527
O24 2.6792 -4.0326 1.1973  0.174
H79 2.4470 -5.1503 2.8648  0.175
H80 0.8517 -4.7047 2.2263  -0.204
H81 0.8097 -6.3430 0.6359  0.162
H82 2.2490 -7.0518 1.4931  0.378
C40 5.0055 -1.8635 0.7950  -0.179
C41 4.0602 -1.0684 -0.1593  0.492
O25 3.9408 0.1910 0.4496  0.051
C42 4.2561 0.0829 1.7566  0.264
O26 3.9981 0.9574 2.4978  -0.371
O27 4.9055 -1.0519 1.9931  -0.390
H83 6.0599 -1.8162 0.4084  0.100
H84 4.6341 -2.8031 1.2265  0.173
H85 3.0878 -1.6225 -0.2436  -0.885
H86 4.4510 -0.9052 -1.1786  0.755
C43 -0.7456 4.0077 -7.9452  -0.270
C44 -0.6440 3.7676 -6.4296  0.788
O28 -1.6969 2.8013 -6.1440  -0.303
C45 -2.0542 2.1674 -7.3210  0.571
O29 -2.7140 1.2184 -7.3901  -0.508
O30 -1.4499 2.8300 -8.2995  -0.414
H87 0.2152 4.0039 -8.3754  0.118
H88 -1.2949 4.9115 -8.1930  0.232
H89 -0.7670 4.6972 -5.8672  0.143
H90 0.3555 3.3685 -6.1378  -0.429
C46 5.2405 1.0392 5.4407  -0.095
C47 3.7978 1.6433 5.5104  0.412
O31 3.2815 1.2483 6.7861  -0.348
C48 4.1932 0.5085 7.4297  0.585
O32 4.0014 -0.0261 8.4628  -0.549
O33 5.3332 0.3807 6.7292  -0.411
H91 5.9758 1.8503 5.4596  0.347
H92 5.3163 0.1692 4.7332  0.143
H93 3.1199 1.2613 4.8020  -0.546
H94 3.7931 2.7316 5.4637  0.465
C49 -3.7598 2.0462 1.6938  0.311
C50 -4.6214 0.8040 1.3881  0.323
O34 -4.0772 -0.0803 2.4010  -0.286
C51 -3.4866 0.5860 3.4348  0.580
O35 -3.0976 0.0778 4.4596  -0.684
O36 -3.5932 1.8928 3.1389  -0.459
H95 -4.1138 3.0499 1.4694  0.405
H96 -2.7056 1.9535 1.2922  -0.286
H97 -4.5877 0.4977 0.3332  -0.321
H98 -5.6474 1.0031 1.7033  0.334
C52 0.0609 -4.3871 -3.9941  -0.153
C53 0.4070 -3.4686 -2.7760  0.524
O37 -0.0523 -4.2676 -1.7288  0.383
C54 0.1549 -5.5861 -2.0987  0.331
O38 0.0582 -6.4744 -1.3159  -0.653
O39 0.3938 -5.6571 -3.3701  -0.420
H99 0.7551 -4.2646 -4.7945  0.372
H100 -0.9917 -4.3746 -4.2758  0.062
H101 -0.0483 -2.5209 -2.6906  -0.541
H102 1.5049 -3.3849 -2.6422  0.191

Output
HOMO in eV: -8.85
Kohn-Sham gap in eV: 9.233
Charge: 0
Maximum force in eV Å⁻¹: 4.6
Lowest unoccupied orbital energy in eV: 0.38